[1]
{
  "formula": "C23H47BCl17O6P",
  "method": "the ωB97M-V functional and the def2-TZVPD basis",
  "species": ["C", "C", "C", "O", "P", "O", "O", "C", "B", "O", "O", "O", "C", "C", "C", "Cl", "H", "H", "H", "H", "H", "H", "H", "H", "H", "H", "H", "H", "H", "H", "H", "Cl", "C", "C", "Cl", "H", "H", "H", "H", "Cl", "C", "C", "Cl", "H", "H", "H", "H", "Cl", "C", "C", "Cl", "H", "H", "H", "H", "Cl", "C", "C", "Cl", "H", "H", "H", "H", "Cl", "C", "C", "Cl", "H", "H", "H", "H", "Cl", "C", "C", "Cl", "H", "H", "H", "H", "Cl", "C", "C", "Cl", "H", "H", "H", "H", "Cl", "C", "C", "Cl", "H", "H", "H", "H"],
  "coordinates": [[-2.89104, 2.99211, -0.12976], [-2.27673, 1.88828, -0.53757], [-1.31729, 1.13184, 0.33024], [-1.92649, 0.75425, 1.58743], [-1.19574, 1.06790, 2.94505], [-2.06672, 0.94767, 4.11248], [0.03935, 0.06665, 2.94199], [0.62168, -0.29914, 4.20886], [1.41597, -1.66883, 4.08906], [1.05479, -2.65213, 3.19515], [2.46911, -1.89852, 4.93152], [-0.66434, 2.56269, 2.75306], [0.56712, 2.95834, 3.35774], [1.75402, 2.70574, 2.43621], [1.81752, 3.77102, 1.34158], [3.23460, 2.78534, 3.44108], [-3.14328, 3.81104, -0.79257], [-3.20306, 3.09714, 0.90334], [-2.49876, 1.49577, -1.52434], [-0.43599, 1.75133, 0.48359], [-0.99220, 0.22714, -0.18469], [1.31647, 0.47486, 4.54677], [-0.14997, -0.42621, 4.97348], [1.80582, -2.79572, 2.60066], [2.78920, -1.08938, 5.34756], [0.49816, 4.03613, 3.51189], [0.66690, 2.50993, 4.34550], [1.68904, 1.73353, 1.94867], [1.04953, 3.55224, 0.59691], [1.66436, 4.76148, 1.76492], [2.78182, 3.71670, 0.84024], [-1.43297, 6.39887, -1.41525], [-1.84733, 7.47551, -0.05966], [-1.20013, 7.03336, 1.22607], [-1.88133, 5.49205, 1.80763], [-2.93079, 7.49785, 0.02867], [-1.50043, 8.47199, -0.32838], [-1.37327, 7.77770, 2.00153], [-0.12824, 6.90130, 1.10210], [3.22490, -5.49789, 1.63877], [1.45548, -5.75196, 1.56778], [1.04558, -7.03772, 2.23299], [1.61349, -8.47420, 1.33280], [1.15951, -5.73250, 0.52227], [0.98597, -4.91605, 2.08311], [-0.04175, -7.09251, 2.27475], [1.43564, -7.10736, 3.24452], [-3.72188, -8.50034, 1.97394], [-3.05469, -9.60282, 0.73417], [-1.87567, -9.00035, 0.02117], [-2.33841, -7.62179, -1.01093], [-3.84679, -9.84591, 0.03707], [-2.74765, -10.51020, 1.24976], [-1.42217, -9.74609, -0.62974], [-1.12326, -8.65275, 0.72153], [3.23328, 0.79394, -2.41641], [3.95656, 1.40495, -0.90670], [4.47352, 0.29472, -0.03437], [3.15016, -0.70707, 0.63582], [3.20281, 1.99522, -0.39415], [4.78217, 2.05764, -1.18646], [5.01477, 0.71232, 0.81344], [5.14237, -0.35656, -0.58257], [-0.01970, 7.82096, -5.15656], [-1.65659, 8.52906, -5.21680], [-1.69355, 9.92522, -4.65237], [-1.41125, 9.96028, -2.88814], [-2.32727, 7.86782, -4.67691], [-1.95454, 8.55612, -6.26370], [-2.67490, 10.36464, -4.82234], [-0.94076, 10.55640, -5.11709], [-3.88922, -11.77059, -1.17048], [-3.25977, -12.88567, -2.41590], [-2.06965, -12.30666, -3.13520], [-2.50914, -10.90759, -4.14470], [-4.07166, -13.11016, -3.10227], [-2.97036, -13.80310, -1.90652], [-1.64298, -13.06016, -3.79481], [-1.30382, -11.98333, -2.43448], [10.05186, -0.53945, 0.98836], [8.51275, -1.43601, 0.96863], [7.97693, -1.61463, -0.42776], [7.45046, -0.06915, -1.15198], [7.80719, -0.90028, 1.59850], [8.70387, -2.41256, 1.40957], [7.10608, -2.26897, -0.40392], [8.72036, -2.05019, -1.08924], [-4.10838, 7.65219, -3.07013], [-5.73418, 6.92327, -2.98204], [-6.33786, 6.71808, -4.34666], [-6.72416, 8.26265, -5.14987], [-6.35320, 7.56858, -2.36440], [-5.62520, 5.96227, -2.48167], [-7.26966, 6.16338, -4.25380], [-5.66496, 6.16505, -4.99661]],
  "smiles": "C=CCO[P@@](=O)(OCB(O)O)OC[C@@H](C)Cl.ClCCCl.ClCCCl.ClCCCl.ClCCCl.ClCCCl.ClCCCl.ClCCCl.ClCCCl"
}

---

[2]
{
  "formula": "CHN3OS",
  "method": "the ωB97M-V functional and the def2-TZVPD basis",
  "species": ["S", "C", "N", "N", "N", "O", "H"],
  "coordinates": [[2.35849, -0.30518, -0.01952], [0.72543, -0.23435, -0.01641], [-0.16458, 0.74797, 0.01771], [-1.43695, 0.31170, -0.03614], [-1.45470, -0.92978, -0.03056], [-0.13723, -1.33073, 0.02821], [0.10955, 1.74036, 0.05671]],
  "smiles": "S=c1[nH]nno1"
}

---

Number 1: LUMO energy 0.21 eV. Number 2: LUMO energy 0.33 eV.